# 1
# C37H37O3Si

A 2-piece molecular cluster, C37H37O3Si overall (the ωB97M-V functional and the def2-TZVPD basis, the OMol25 dataset).

Atoms and positions in Å:
1 C 4.043 1.423 -1.946
2 Si 2.517 1.435 -3.008
3 C 2.032 3.128 -3.612
4 C 2.612 0.221 -4.413
5 O 1.305 0.960 -1.889
6 C -0.019 0.669 -2.021
7 C -0.907 1.195 -1.116
8 C -2.304 1.405 -1.486
9 C -3.134 0.311 -1.797
10 C -4.472 0.494 -2.133
11 C -4.996 1.787 -2.248
12 C -4.177 2.889 -1.961
13 C -2.869 2.701 -1.519
14 C -0.432 -0.182 -3.157
15 C -1.183 0.380 -4.205
16 C -1.532 -0.407 -5.300
17 C -1.163 -1.756 -5.336
18 C -0.419 -2.314 -4.291
19 C -0.017 -1.524 -3.219
20 H 4.931 1.657 -2.550
21 H 3.971 2.171 -1.143
22 H 4.198 0.441 -1.474
23 H 2.745 3.478 -4.372
24 H 1.030 3.120 -4.066
25 H 2.024 3.854 -2.787
26 H 3.486 0.470 -5.033
27 H 2.735 -0.808 -4.051
28 H 1.723 0.249 -5.058
29 H -0.516 1.747 -0.260
30 H -2.701 -0.693 -1.778
31 H -5.101 -0.381 -2.321
32 H -6.030 1.928 -2.569
33 H -4.568 3.903 -2.078
34 H -2.232 3.546 -1.248
35 H -1.487 1.425 -4.125
36 H -2.094 0.041 -6.122
37 H -1.443 -2.378 -6.186
38 H -0.125 -3.366 -4.309
39 H 0.619 -1.918 -2.422
40 C -5.207 2.427 4.924
41 O -5.392 1.503 3.833
42 C -4.310 1.091 3.125
43 C -4.546 0.098 2.142
44 C -3.502 -0.416 1.420
45 C -2.166 0.039 1.628
46 C -1.094 -0.490 0.844
47 C 0.205 -0.813 1.334
48 C 1.093 -1.483 0.450
49 C 2.423 -1.645 0.751
50 C 2.892 -1.266 2.019
51 O 4.245 -1.477 2.246
52 C 4.662 -2.231 3.355
53 C 5.213 -3.495 3.104
54 C 5.462 -4.342 4.184
55 C 5.236 -3.900 5.493
56 C 4.769 -2.604 5.725
57 C 4.507 -1.743 4.654
58 C 2.021 -0.736 2.977
59 C 0.687 -0.544 2.649
60 C -1.955 1.069 2.579
61 C -2.993 1.562 3.347
62 H -6.224 2.628 5.259
63 H -4.626 1.970 5.737
64 H -4.725 3.355 4.595
65 H -5.570 -0.244 1.994
66 H -3.686 -1.184 0.665
67 H -1.367 -0.973 -0.094
68 H 0.711 -1.848 -0.502
69 H 3.116 -2.092 0.043
70 H 5.386 -3.801 2.072
71 H 5.836 -5.347 3.990
72 H 5.437 -4.565 6.332
73 H 4.602 -2.242 6.737
74 H 4.166 -0.720 4.807
75 H 2.390 -0.480 3.969
76 H 0.011 -0.166 3.413
77 H -0.959 1.499 2.689
78 H -2.799 2.305 4.122

Forces on atoms 1 to 6 (eV/Å):
0.106 0.074 0.071
-0.472 -0.220 0.226
0.017 0.162 0.030
0.087 -0.108 -0.159
-0.727 -0.811 0.258
0.516 1.186 0.852

Calculated values
Total charge   +1
Highest occupied orbital energy   -0.3832 Eh
Molar mass   557.8 g/mol
Largest force on an atom   0.033 hartree/bohr
2S+1   1
Kohn-Sham gap   0.209 Ha

---

# 2
# C12H38O13

A 7-piece molecular cluster, C12H38O13 overall (the ωB97M-V functional and the def2-TZVPD basis, the OMol25 dataset).

Atoms and positions in Å:
1 C 4.077 -6.382 -7.208
2 C 2.771 -6.209 -6.481
3 O 2.109 -7.452 -6.272
4 O 3.706 -6.625 -8.515
5 H 4.693 -7.213 -6.865
6 H 4.597 -5.430 -7.110
7 H 2.094 -5.563 -7.040
8 H 3.016 -5.871 -5.475
9 H 1.235 -7.333 -5.894
10 H 3.526 -7.560 -8.634
11 C 8.303 5.939 -1.933
12 C 7.424 4.695 -1.749
13 O 6.002 4.878 -1.537
14 O 7.643 6.802 -1.023
15 H 8.232 6.349 -2.940
16 H 9.365 5.780 -1.744
17 H 7.763 4.035 -0.950
18 H 7.655 4.062 -2.606
19 H 5.672 3.989 -1.389
20 H 6.749 6.460 -0.962
21 C -0.147 -1.263 1.189
22 C 1.199 -1.515 0.451
23 O 2.025 -0.377 0.493
24 O 0.006 -1.617 2.513
25 H -1.044 -1.759 0.819
26 H -0.304 -0.185 1.154
27 H 0.976 -1.504 -0.616
28 H 1.832 -2.380 0.650
29 H 2.181 -0.321 1.438
30 H -0.890 -1.565 2.854
31 C -0.573 4.996 -1.873
32 C -0.634 5.891 -3.045
33 O 0.701 6.167 -3.501
34 O 0.222 5.542 -0.746
35 H -0.138 4.031 -2.132
36 H -1.593 4.797 -1.542
37 H -1.042 6.869 -2.787
38 H -1.209 5.346 -3.794
39 H 1.233 6.249 -2.707
40 H 0.467 4.769 -0.233
41 C -3.476 1.075 7.928
42 C -4.135 2.086 6.931
43 O -3.166 2.563 5.961
44 O -2.215 1.532 8.245
45 H -3.417 0.017 7.672
46 H -4.110 0.925 8.802
47 H -4.654 2.816 7.552
48 H -4.960 1.535 6.478
49 H -3.528 3.434 5.780
50 H -2.073 2.164 7.537
51 C -8.288 -5.225 1.420
52 C -8.306 -4.516 0.122
53 O -7.776 -5.402 -0.854
54 O -8.426 -4.481 2.599
55 H -7.312 -5.710 1.462
56 H -9.013 -6.038 1.453
57 H -7.752 -3.596 0.307
58 H -9.343 -4.185 0.057
59 H -8.346 -6.134 -1.099
60 H -8.728 -5.096 3.271
61 O 3.354 0.737 5.208
62 H 2.433 0.622 4.971
63 H 3.338 1.356 5.938

Forces on atoms 1 to 6 (eV/Å):
-1.195 -0.200 0.407
-0.134 -0.496 2.051
0.271 -0.932 -0.600
0.492 -0.054 -2.383
0.035 0.179 0.640
0.283 -0.082 -0.324

Calculated values
Total charge   0
SMILES   OCCO.OCCO.OCCO.OCCO.OCCO.OCCO.O
Highest occupied orbital energy   -0.3660 Eh
Molar mass   390.4 g/mol
Largest force on an atom   0.061 hartree/bohr
2S+1   1
Kohn-Sham gap   0.369 Ha
Energy above the lowest of the compared OMol25 structures with the same formula, charge and spin   319.9 kJ/mol

---

# 3
# C11H11Br15F2O6

C11H11Br15F2O6 as an isolated structure (the ωB97M-V functional and the def2-TZVPD basis, the OMol25 dataset).

Atoms and positions in Å:
1 C -0.561 1.677 -0.026
2 C -0.012 1.345 1.360
3 O 1.047 0.476 1.025
4 C 0.890 -0.025 -0.263
5 O 1.504 -0.950 -0.779
6 O -0.139 0.583 -0.841
7 F -0.836 0.591 2.079
8 H -0.269 2.603 -0.522
9 H -1.645 1.669 -0.146
10 H 0.208 2.238 1.946
11 C 0.700 -4.432 -3.625
12 C 1.229 -4.408 -2.168
13 O 2.487 -4.963 -2.168
14 C 2.921 -5.060 -3.451
15 O 4.033 -5.545 -3.805
16 O 1.960 -4.564 -4.305
17 F 0.257 -4.959 -1.415
18 H 0.160 -3.524 -3.894
19 H 0.066 -5.291 -3.845
20 H 1.317 -3.370 -1.848
21 C 1.416 3.174 -3.123
22 Br -0.506 3.670 -3.161
23 Br 2.411 4.336 -1.850
24 Br 2.374 3.438 -4.813
25 H 1.445 2.144 -2.766
26 C -0.007 -1.096 4.732
27 Br -0.473 0.773 5.275
28 Br -1.548 -2.350 4.665
29 Br 1.379 -1.684 6.052
30 H 0.420 -1.120 3.729
31 C -4.789 1.432 3.112
32 Br -4.427 -0.581 3.069
33 Br -6.733 1.857 2.955
34 Br -3.773 2.246 1.536
35 H -4.340 1.697 4.069
36 C -2.707 -1.641 -1.921
37 Br -2.389 -2.404 -0.089
38 Br -3.866 -0.042 -1.901
39 Br -3.023 -3.054 -3.208
40 H -1.731 -1.330 -2.292
41 C 3.287 5.338 2.537
42 Br 2.403 6.201 0.992
43 Br 2.853 3.377 2.493
44 Br 2.650 6.052 4.220
45 H 4.357 5.475 2.381

Forces on atoms 1 to 6 (eV/Å):
-1.450 -0.188 -0.826
-0.087 0.106 -1.428
1.280 0.089 -0.682
0.891 -2.523 -0.211
-1.117 2.626 1.655
0.351 0.364 -0.436

Calculated values
Total charge   +1
<S²>   0.757
Highest occupied orbital energy (alpha / beta)   -0.4394 / -0.4394 Eh
Molar mass   1475.8 g/mol
Largest force on an atom   0.117 hartree/bohr
2S+1   2
Kohn-Sham gap (alpha / beta)   0.260 / 0.073 Ha